Entry 1:
This record from the OMol25 dataset describes a cluster of 6 separate species, C23H31O15PS in total. The level of theory is ωB97M-V with the def2-TZVPD basis set.

Last column: Mulliken charge in e.
Atoms and positions in Å:
S (-2.3726, -1.6342, 4.0063)  -0.302
P (-0.7415, -0.3727, 4.4430)  0.124
O (4.1643, -3.8232, -5.9718)  -0.310
O (-0.6181, -7.1474, -2.7129)  -0.534
O (1.4316, 4.8659, 4.1843)  -0.296
O (2.2162, -2.7436, -5.6489)  -0.508
O (1.8555, 3.3508, 2.6034)  -0.299
O (3.3937, 4.6321, 8.1825)  -0.345
O (3.9115, 6.2502, 9.6643)  -0.520
O (3.1247, -2.8831, -7.7053)  -0.315
O (-4.2315, 1.7897, -3.6810)  -0.516
O (-0.3727, -4.9386, -3.0854)  -0.264
O (-6.3090, 1.0154, -3.2702)  -0.340
O (1.2204, 2.6724, 4.6533)  -0.506
O (0.1800, -6.3969, -4.6820)  -0.353
O (1.7768, 5.9281, 9.0143)  -0.351
O (-4.7903, 1.0346, -1.6330)  -0.252
C (-1.5644, -0.0512, -0.6155)  -0.457
C (2.0243, 5.5848, 3.0958)  -0.362
C (-0.2618, -0.4823, 1.6994)  0.213
C (-1.2554, -1.3209, -0.2678)  0.639
C (3.0856, -3.1121, -6.3729)  0.640
C (1.4779, 3.5445, 3.8866)  0.705
C (1.1776, 5.1767, 7.9532)  -0.227
C (4.4156, -3.2755, -8.1842)  -0.307
C (-5.0309, 1.3264, -2.9368)  0.630
C (-6.0377, 0.7137, -1.0130)  -0.309
C (-0.5818, 0.7954, 1.3295)  0.114
C (4.8555, -4.2778, -7.1402)  -0.311
C (0.4364, -0.6994, 3.0338)  -1.131
C (3.1081, 5.6612, 9.0189)  0.653
C (2.1568, 4.0423, 7.7656)  0.058
C (-6.8813, 0.2750, -2.1893)  -0.323
C (1.8529, 4.6206, 1.9423)  -0.352
C (0.2282, -5.1035, -5.2927)  -0.113
C (-0.3015, -6.2488, -3.4221)  0.542
C (-1.2293, 1.0191, 0.1561)  -0.914
C (0.3080, -4.1793, -4.0992)  -0.263
C (-0.5872, -1.5428, 0.9125)  -0.385
C (-1.6445, -2.5122, -1.1105)  -1.410
H (1.1016, 5.8125, 7.0690)  0.181
H (-5.9059, -0.0671, -0.2679)  0.306
H (-6.7815, -0.7912, -2.4012)  0.262
H (1.3289, -3.9949, -3.7749)  0.277
H (-6.4295, 1.6089, -0.5263)  0.244
H (1.5159, 6.5326, 2.9399)  0.303
H (-0.6834, -4.9567, -5.8758)  0.248
H (-0.1876, -3.2272, -4.2651)  0.372
H (-7.9346, 0.5175, -2.0733)  0.298
H (-2.6399, -2.3403, -1.5141)  0.408
H (1.9376, 3.1896, 8.4105)  0.241
H (4.5281, -5.2932, -7.3696)  0.257
H (-0.3150, 1.6156, 1.9831)  0.263
H (-1.6731, -3.3860, -0.4663)  0.377
H (-0.9029, -2.7110, -1.8771)  0.159
H (1.3045, -0.0487, 3.1033)  0.447
H (2.2164, 3.7027, 6.7357)  -0.030
H (-0.3376, -2.5419, 1.2378)  0.294
H (-1.2273, 0.9399, 4.2598)  0.025
H (5.9295, -4.2797, -6.9745)  0.290
H (0.8989, 4.7469, 1.4276)  0.245
H (1.0853, -5.0223, -5.9507)  0.081
H (-1.4546, 2.0324, -0.1380)  0.465
H (-2.8902, -1.1618, 2.8526)  0.116
H (5.0595, -2.3953, -8.2187)  0.266
H (0.1833, 4.8394, 8.2342)  0.330
H (0.7103, -1.7460, 3.1060)  0.438
H (4.3418, -3.7016, -9.1813)  0.291
H (-2.0996, 0.1210, -1.5412)  0.502
H (2.6588, 4.6764, 1.2156)  0.323
H (3.0726, 5.7760, 3.3307)  0.276

Atomic forces in eV per Å
-0.18 0.21 0.00
0.61 -0.61 0.91
-0.07 0.04 -0.10
0.01 0.00 -0.01
0.03 -0.10 -0.06
0.07 0.04 -0.12
-0.04 0.09 0.12
-0.13 0.14 0.07
-0.01 0.00 -0.01
0.05 -0.07 0.11
0.00 -0.01 0.02
0.03 -0.13 -0.21
0.09 0.00 0.12
-0.03 -0.01 0.04
-0.03 0.09 0.08
0.10 -0.08 -0.05
-0.13 -0.01 -0.11
-1.02 0.65 -1.88
0.10 0.22 -0.08
1.27 -0.14 1.76
-0.02 -1.87 -0.25
0.01 0.10 0.03
0.00 -0.06 -0.04
-0.19 0.00 -0.10
0.15 0.01 -0.19
0.07 0.04 -0.06
-0.07 -0.05 0.24
0.31 0.88 0.58
0.18 -0.15 -0.09
-1.27 0.53 -0.80
0.05 0.01 0.02
-0.07 -0.24 -0.18
-0.18 -0.12 0.04
0.01 0.12 -0.22
-0.04 0.09 -0.14
-0.04 -0.04 0.10
-0.01 1.05 0.08
0.00 0.11 0.06
0.07 -0.46 0.08
-0.03 0.39 0.57
0.05 -0.01 -0.01
0.19 0.01 -0.04
0.04 0.01 0.01
0.03 -0.04 -0.01
-0.01 0.01 -0.04
-0.12 -0.05 0.15
-0.01 0.01 0.04
-0.10 -0.04 0.13
0.02 0.11 -0.15
0.06 -0.19 -0.38
0.00 0.03 0.03
-0.04 0.02 0.00
0.05 0.09 0.04
-0.10 -0.22 -0.08
-0.13 0.05 -0.28
0.11 -0.01 0.30
0.15 0.02 0.02
0.01 -0.17 -0.04
-0.03 -0.14 -0.59
-0.04 0.07 0.18
-0.02 -0.01 0.04
0.08 -0.17 0.04
-0.18 0.07 -0.19
0.27 0.07 0.01
-0.01 0.00 0.05
0.03 0.09 0.16
0.25 -0.09 0.30
-0.19 0.03 0.01
-0.05 0.01 -0.09
0.04 -0.19 0.06
0.00 -0.05 0.01

For the electronic energy, the calculation gives -75190.7140 eV. As for the LUMO energy: 0.3437 eV. Its charge is 0. The value obtained for the largest force on an atom is 0.04354 Eh/bohr. Its HOMO energy is -8.27 eV. Its gap between HOMO and LUMO is 8.617 eV. The multiplicity is 1. The SMILES is Cc1cccc(CPS)c1.O=C1OCCO1.O=C1OCCO1.O=C1OCCO1.O=C1OCCO1.O=C1OCCO1.

Entry 2:
This record from the OMol25 dataset describes an isolated molecule of C23H28N2O4S. The level of theory is ωB97M-V with the def2-TZVPD basis set.

Last column: natural (NBO) charge in e.
Atoms and positions in Å:
S (0.3118, 1.1115, -0.3157)  2.296
O (1.1960, 1.8607, -1.1542)  -0.927
O (0.7395, 0.8539, 1.0322)  -0.951
O (2.9399, -0.7096, -3.1390)  -0.629
O (-5.1991, -2.0223, -0.0971)  -0.492
N (0.0191, -0.3759, -1.0665)  -0.681
N (2.6722, -0.7418, -0.8933)  -0.621
C (-1.2773, -0.8687, -0.8438)  0.098
C (4.4499, 0.8875, -0.2820)  -0.425
C (-3.4577, -1.5577, -1.5782)  -0.229
C (2.2290, -0.6707, -2.1571)  0.685
C (-1.3086, 1.8783, -0.2808)  -0.240
C (4.3861, -1.2725, 0.7810)  -0.216
C (-2.9974, -1.3862, 0.7679)  -0.244
C (-5.7948, -1.9379, 1.1823)  -0.062
C (-1.9682, 2.0586, 0.9185)  -0.212
C (5.9116, -1.3387, 0.9242)  -0.407
C (0.7008, -0.6209, -2.3143)  -0.312
C (-3.1718, 2.7477, -1.4892)  -0.208
C (6.3026, 0.1295, 1.1885)  -0.407
C (-3.2496, 2.5846, 0.9098)  -0.204
C (-1.7013, -1.0076, 0.4726)  -0.224
C (-1.8897, 2.2247, -1.4848)  -0.200
C (-6.0555, -0.4964, 1.6114)  -0.640
C (-3.8992, -1.6527, -0.2580)  0.285
C (4.9528, 0.8568, 1.1640)  -0.219
C (-3.8514, 2.9181, -0.2931)  -0.186
C (4.0724, -0.5877, -0.5558)  -0.057
C (4.0237, -0.1820, 1.7905)  -0.423
C (-2.1701, -1.1629, -1.8715)  -0.228
H (4.6347, -1.0099, -1.3921)  0.230
H (0.3822, -1.5919, -2.7027)  0.241
H (3.5640, 1.5162, -0.3785)  0.234
H (2.0187, -0.5945, -0.1395)  0.409
H (4.3012, -0.4437, 2.8105)  0.207
H (-4.8538, 3.3190, -0.2987)  0.219
H (-6.7428, -2.4713, 1.0724)  0.196
H (-1.4685, 1.7875, 1.8346)  0.243
H (2.9771, 0.1157, 1.7630)  0.223
H (3.8887, -2.2344, 0.8965)  0.218
H (6.1879, -1.9775, 1.7635)  0.208
H (-5.1894, -2.4649, 1.9298)  0.169
H (-3.6404, 3.0193, -2.4225)  0.223
H (5.2032, 1.2525, -0.9780)  0.213
H (4.9720, 1.8360, 1.6392)  0.216
H (-1.3331, 2.0899, -2.3986)  0.231
H (-1.0035, -0.7992, 1.2677)  0.238
H (-3.2838, -1.4751, 1.8035)  0.212
H (6.3830, -1.7388, 0.0276)  0.208
H (-5.1242, 0.0616, 1.6777)  0.212
H (-6.6966, -0.0065, 0.8829)  0.215
H (-4.1562, -1.7854, -2.3676)  0.227
H (-3.7782, 2.7323, 1.8395)  0.220
H (-1.8658, -1.0739, -2.9024)  0.221
H (6.7827, 0.2397, 2.1615)  0.205
H (0.4895, 0.1452, -3.0703)  0.221
H (-6.5475, -0.4854, 2.5799)  0.217
H (6.9832, 0.5180, 0.4323)  0.205

Atomic forces in eV per Å
-0.37 0.28 -0.05
-0.15 0.08 -0.41
-0.33 -0.03 0.13
0.09 0.12 -0.35
0.18 -0.03 -0.27
0.19 0.94 0.31
0.06 -0.09 0.39
-0.67 -0.66 0.49
0.06 0.15 -0.02
-0.16 -0.05 0.17
-0.38 -0.30 0.01
0.52 -0.13 0.08
-0.01 -0.29 -0.09
-0.30 -0.10 0.04
-0.20 0.17 0.36
0.08 0.06 0.13
-0.03 -0.15 -0.03
0.52 0.22 -0.49
0.08 -0.03 -0.04
0.10 0.18 0.09
0.05 0.03 0.01
0.00 -0.28 -0.29
0.00 0.10 -0.12
0.14 -0.32 -0.22
0.15 0.08 -0.14
0.12 0.28 0.04
-0.02 0.01 0.03
0.10 -0.23 -0.24
-0.03 0.03 0.05
0.19 0.05 0.12
-0.01 0.01 0.16
0.01 0.11 0.11
0.04 0.00 -0.02
0.07 -0.22 -0.05
0.00 -0.03 0.10
-0.09 0.04 0.00
0.16 0.02 0.08
-0.01 -0.05 0.15
-0.07 0.02 0.05
-0.02 -0.02 -0.03
0.01 -0.03 -0.02
-0.06 -0.02 -0.09
-0.03 0.02 -0.09
0.03 0.06 -0.04
-0.02 0.02 0.02
0.01 -0.01 -0.19
0.04 -0.04 0.12
-0.08 0.00 0.10
0.03 -0.08 -0.02
0.04 0.09 0.05
-0.07 0.06 -0.04
-0.09 -0.02 -0.10
-0.03 0.01 0.08
0.03 0.03 -0.14
0.04 0.01 0.00
0.06 -0.16 0.00
-0.05 0.03 0.12
0.06 0.06 0.00

For the electronic energy, the calculation gives -46310.8849 eV. As for the LUMO energy: 0.2703 eV. Its charge is 0. The value obtained for the largest force on an atom is 0.02066 Eh/bohr. Its HOMO energy is -8.35 eV. Its gap between HOMO and LUMO is 8.624 eV. The multiplicity is 1. The SMILES is CCOc1ccc(N(CC(=O)N[C@H]2C[C@@H]3CC[C@H]2C3)S(=O)(=O)c2ccccc2)cc1.